[1]
Density functional theory data (the ωB97M-V functional and the def2-TZVPD basis) for a cluster of 6 separate species, C17H46F4N2O5P in total.

Atoms and positions in Å:
C  4.3672  1.6885  1.1359
C  3.1828  1.7048  0.1549
P  2.1843  3.2372  0.2917
C  1.6543  3.5348  -1.4534
N  0.5341  2.6520  0.9630
C  -0.4169  3.8062  1.0213
C  -1.8133  3.2730  0.7418
N  -1.7815  2.7693  -0.6298
C  0.6343  1.8675  2.2232
F  1.8441  2.0645  2.7851
F  -0.3131  2.2914  3.0880
C  0.4278  0.3602  1.9658
F  0.4506  -0.2759  3.1630
F  -0.8139  0.2203  1.4060
H  4.3440  2.5427  1.8007
H  4.4010  0.7667  1.6989
H  5.2920  1.7383  0.5763
H  3.5815  1.7193  -0.8534
H  2.5993  0.7932  0.2223
H  1.6719  4.6031  -1.6041
H  2.3316  3.0160  -2.1155
H  0.6493  3.1514  -1.6110
H  0.1075  2.0345  0.2547
H  -0.3209  4.3681  1.9386
H  -0.1566  4.4735  0.2096
H  -2.0563  2.4592  1.4098
H  -2.5050  4.0974  0.8816
H  -2.3926  1.9633  -0.7104
H  -2.1578  3.4615  -1.2597
H  1.1818  -0.0619  1.3069
C  -5.7219  0.2020  0.2378
C  -4.6911  0.0414  -0.8611
O  -3.3517  0.2038  -0.3703
H  -5.6365  1.1863  0.6994
H  -6.7318  0.0878  -0.1547
H  -5.5724  -0.5450  1.0205
H  -4.8310  0.7948  -1.6346
H  -4.7746  -0.9444  -1.3282
H  -3.2015  -0.4699  0.2990
C  -3.3391  -3.4324  3.0405
C  -1.8834  -3.7655  2.7759
O  -1.3584  -3.0210  1.6734
H  -3.9405  -3.6325  2.1533
H  -3.7326  -4.0216  3.8685
H  -3.4533  -2.3736  3.2908
H  -1.7719  -4.8151  2.5126
H  -1.2787  -3.5734  3.6689
H  -1.4422  -2.0900  1.8918
C  -4.6558  -1.7762  -4.6893
C  -3.6161  -2.7739  -4.2146
O  -2.5427  -2.1325  -3.5229
H  -4.1968  -1.0320  -5.3401
H  -5.4619  -2.2673  -5.2351
H  -5.0919  -1.2446  -3.8392
H  -3.1664  -3.2907  -5.0596
H  -4.0741  -3.5262  -3.5638
H  -2.9103  -1.6763  -2.7623
C  2.0184  -2.7982  2.2941
C  2.0097  -4.2832  2.6065
O  3.2654  -4.7316  3.1033
H  2.8000  -2.5748  1.5636
H  1.0546  -2.4892  1.8962
H  2.2331  -2.2174  3.1946
H  1.8144  -4.8591  1.7044
H  1.2233  -4.5150  3.3327
H  3.4549  -4.2549  3.9149
C  6.5286  1.6084  -3.8412
C  6.0121  1.6106  -2.4160
O  5.2829  0.4198  -2.1052
H  5.7036  1.4998  -4.5449
H  7.0622  2.5320  -4.0662
H  7.2112  0.7719  -4.0004
H  5.3200  2.4415  -2.2656
H  6.8400  1.7293  -1.7092
H  5.8824  -0.3221  -2.2199

Results
charge	+1
E	-1901.5611	Ha
LUMO level	-2.33	eV
max |F|	1.09	eV/A
orbital gap	9.73	eV
HOMO energy	-12.06	eV

Atom charges from the Löwdin analysis, given in e for atoms 1 to 4:
1 C -0.1317
2 C -0.3944
3 P 1.0799
4 C -0.2314


[2]
Density functional theory data (the ωB97M-V functional and the def2-TZVPD basis) for a structure of composition C17H46InN2O8P2.

Atoms and positions in Å:
C  -3.1610  3.5069  -9.1000
C  -2.4276  4.3205  -8.0143
C  -1.1264  3.6668  -7.5470
C  -1.3315  2.3545  -6.7700
N  -0.2328  1.3835  -6.8694
In  1.7803  2.1149  -6.6544
C  2.5139  1.9282  -4.5290
N  3.1549  3.2197  -4.1060
H  -2.9620  3.9600  -10.0738
H  -2.8066  2.4791  -9.1568
H  -4.2445  3.5373  -8.9829
H  -2.1470  5.2645  -8.4937
H  -3.0942  4.6061  -7.1976
H  -0.5327  3.4447  -8.4350
H  -0.5858  4.3500  -6.8951
H  -1.4307  2.5628  -5.6983
H  -2.2541  1.8472  -7.0828
H  -0.3437  0.8561  -7.7272
H  1.9866  3.8305  -7.1442
H  2.9477  1.1974  -7.6806
H  1.6592  1.7241  -3.8733
H  3.2076  1.0938  -4.4460
H  3.8319  3.0228  -3.3754
H  2.4146  3.7780  -3.7027
O  1.3677  0.3049  0.5811
P  2.6874  0.1803  1.2421
O  3.4136  1.6189  0.9420
C  2.7882  2.8301  1.3462
C  2.9563  3.1125  2.8290
O  3.4980  -0.7947  0.2429
C  2.8231  -1.4661  -0.8304
C  2.7741  -0.6159  -2.0864
O  3.7141  -0.2454  2.4430
C  3.4443  -0.1731  3.8484
C  1.9909  -0.3351  4.2583
H  1.7277  2.8143  1.0803
H  3.2613  3.6259  0.7712
H  2.3898  2.3971  3.4316
H  2.5827  4.1074  3.0767
H  4.0061  3.0529  3.1181
H  1.8251  -1.7739  -0.5206
H  3.3795  -2.3846  -1.0248
H  2.5530  0.4273  -1.8719
H  2.0214  -0.9905  -2.7800
H  3.7405  -0.6289  -2.5922
H  3.8505  0.7656  4.2343
H  4.0360  -0.9625  4.3149
H  1.3043  0.1867  3.5841
H  1.8427  0.0599  5.2635
H  1.7032  -1.3850  4.2711
O  -1.2744  -2.3378  5.2005
P  -2.4358  -2.9427  4.5171
O  -2.1455  -4.5431  4.4217
C  -1.8610  -5.2842  5.6041
C  -3.1075  -5.6061  6.4082
O  -2.2556  -2.5097  2.9738
C  -1.2153  -1.6037  2.5914
C  0.0795  -2.3314  2.2932
O  -4.0416  -2.9759  4.3152
C  -4.9992  -2.8208  5.3674
C  -4.5429  -1.9554  6.5301
H  -1.1383  -4.7452  6.2230
H  -1.3915  -6.2123  5.2786
H  -3.5338  -4.7013  6.8494
H  -2.8720  -6.2835  7.2303
H  -3.8648  -6.0732  5.7782
H  -1.0739  -0.8406  3.3562
H  -1.5572  -1.0818  1.6986
H  0.2829  -3.1298  3.0074
H  0.9120  -1.6307  2.3059
H  0.0367  -2.7972  1.3078
H  -5.3113  -3.8093  5.7138
H  -5.8868  -2.3758  4.9162
H  -3.4985  -2.1356  6.8034
H  -5.1611  -2.1529  7.4058
H  -4.6411  -0.8974  6.2860

Results
charge	-1
E	-2259.6351	Ha
LUMO level	1.70	eV
max |F|	6.53	eV/A
orbital gap	5.17	eV
HOMO energy	-3.47	eV

Atom charges from the Löwdin analysis, given in e for atoms 1 to 4:
1 C -0.1224
2 C -0.2757
3 C -0.2673
4 C -0.3903


[3]
Density functional theory data (the ωB97M-V functional and the def2-TZVPD basis) for a structure of composition C17H47KN4O21S3V.

Atoms and positions in Å:
K  -2.8712  31.6398  -20.8527
O  -1.1147  35.5994  -18.7230
V  -1.3783  34.1963  -18.0061
O  -0.9608  34.2867  -16.4759
C  1.3549  33.4973  -20.4782
C  0.6283  32.1996  -20.0355
C  1.7534  31.2441  -19.4353
O  -0.4915  32.5742  -19.2903
H  0.6396  34.1730  -20.9471
H  2.1786  33.4511  -21.1907
H  1.7514  34.0457  -19.6237
H  0.0960  31.7502  -20.8738
H  1.3486  30.3413  -18.9779
H  2.4373  31.6907  -18.7135
H  2.4086  30.9974  -20.2708
C  2.1485  27.6891  -17.1730
O  3.0375  26.7662  -17.6992
H  2.0973  27.4206  -16.1179
H  2.5503  28.7014  -17.1279
H  1.1020  27.6118  -17.4678
H  3.4654  26.2896  -16.9841
O  3.3222  34.8860  -23.3813
S  4.5809  34.4941  -23.9958
O  5.4976  33.6307  -23.2367
O  4.1256  33.6188  -25.3664
C  5.1115  32.8435  -26.0769
C  4.9241  32.9559  -27.6162
C  5.4081  36.0581  -24.6016
H  5.0981  31.8302  -25.6754
H  6.0749  33.3108  -25.8733
H  3.9561  32.6194  -27.9876
H  5.6483  32.3873  -28.1995
H  5.1206  33.9735  -27.9540
H  5.7211  36.6191  -23.7210
H  4.6422  36.5818  -25.1737
H  6.1358  35.6341  -25.2935
O  2.2935  34.5655  -16.7625
S  3.3465  35.5490  -16.6006
O  3.1909  36.6476  -15.6660
O  4.6962  34.7156  -16.1459
C  5.7474  35.4986  -15.6739
C  6.7109  34.5971  -14.7585
C  3.9027  36.0387  -18.1780
H  5.3616  36.3012  -15.0453
H  6.2279  35.9793  -16.5261
H  7.3040  33.9436  -15.3982
H  6.0977  34.1384  -13.9829
H  7.4072  35.3171  -14.3286
H  4.1683  35.1408  -18.7360
H  4.7084  36.7693  -18.1075
H  2.9920  36.3195  -18.7069
O  5.8808  30.3950  -23.6298
S  5.5690  29.4187  -22.5710
O  6.6079  28.4760  -22.0661
O  5.0325  30.2784  -21.3197
C  5.9891  31.0563  -20.4843
C  5.8155  30.6130  -18.9921
C  4.0203  28.5375  -22.9925
H  5.7696  32.1224  -20.5418
H  6.9652  30.8420  -20.9195
H  6.4853  29.7866  -18.7544
H  4.7795  30.2899  -18.8894
H  6.0629  31.4436  -18.3311
H  3.1588  29.1886  -23.1402
H  3.8872  27.9276  -22.0990
H  4.2926  27.9627  -23.8777
C  -0.4379  27.9329  -20.2229
N  -0.6022  28.7658  -21.4873
O  -1.7425  28.8654  -22.0538
O  0.4407  29.1810  -22.0207
H  0.4506  27.3180  -20.3666
H  -1.2612  27.2232  -20.3046
H  -0.5352  28.6402  -19.3994
C  0.8230  37.4879  -22.0595
N  -0.4490  38.0983  -22.6217
O  -1.1806  38.6380  -21.7978
O  -0.7618  38.0201  -23.8102
H  0.8239  36.4017  -21.9685
H  1.0003  37.9699  -21.0980
H  1.5652  37.5780  -22.8527
C  3.6225  31.4238  -15.8490
N  4.8300  30.6512  -15.3890
O  5.5468  31.1672  -14.5077
O  5.0176  29.5712  -15.9197
H  3.2306  31.0246  -16.7844
H  4.0415  32.3853  -16.1456
H  2.9643  31.5304  -14.9867
C  0.1211  33.1687  -23.8633
N  -1.3462  32.9761  -23.6251
O  -1.8313  31.9002  -24.1096
O  -1.8444  33.9112  -23.0594
H  0.2522  33.2964  -24.9378
H  0.6382  32.2627  -23.5473
H  0.3638  34.0562  -23.2788

Results
charge	+1
E	-5212.7130	Ha
LUMO level	-5.62	eV
max |F|	4.59	eV/A
orbital gap	6.63	eV
HOMO energy	-12.25	eV

Atom charges from the Löwdin analysis, given in e for atoms 1 to 4:
1 K 0.8545
2 O -0.2914
3 V 1.0873
4 O -0.2745


[4]
Density functional theory data (the ωB97M-V functional and the def2-TZVPD basis) for a structure of composition C17H47O28P5V.

Atoms and positions in Å:
O  -0.0390  -0.8039  1.7269
V  -1.2252  -0.4694  0.6823
O  -0.7706  -1.3562  -0.6191
O  -4.7051  1.2916  -1.8420
C  -3.9924  0.3912  -1.1925
O  -4.5413  -0.7164  -1.0593
O  -2.9120  0.6189  -0.6369
H  -5.3078  0.5954  -2.1135
O  -3.5403  -2.9724  3.3254
C  -3.3335  -2.7482  2.0282
O  -2.6313  -1.7362  1.7623
O  -3.8668  -3.4502  1.1441
H  -3.2373  -2.0963  3.5749
C  -2.0034  3.8782  0.7943
O  -1.7052  3.7924  2.2164
P  -1.9173  2.3549  3.0465
O  -2.0211  1.1430  2.2114
O  -0.6527  2.3710  4.0396
C  0.6209  1.9914  3.5998
O  -3.2336  2.5700  4.0122
C  -3.2802  3.7099  4.8133
H  -2.7553  4.6521  0.6396
H  -2.4519  3.0221  0.2904
H  -1.1309  4.2327  0.2454
H  1.4371  2.4473  4.1600
H  0.7320  2.1966  2.5350
H  0.7138  0.9351  3.8520
H  -2.2770  4.0436  5.0784
H  -3.8421  3.6359  5.7444
H  -3.6970  4.6117  4.3649
C  2.9648  2.7780  -2.4667
O  1.8291  2.6627  -1.6339
P  1.6878  1.6504  -0.3830
O  0.3487  1.4585  0.1589
O  2.4098  0.2962  -1.0236
C  1.8209  -0.4142  -2.0814
O  2.7414  2.2666  0.6480
C  2.7622  3.6278  0.9864
H  2.6195  2.5106  -3.4654
H  3.7968  2.1924  -2.0755
H  3.2786  3.8127  -2.6043
H  0.8624  -0.0200  -2.4192
H  1.6707  -1.4673  -1.8439
H  2.4350  -0.4176  -2.9819
H  3.7324  4.0701  0.7601
H  2.6866  3.6968  2.0716
H  1.9477  4.2488  0.6133
C  -1.5461  2.9047  -2.7658
O  -1.1280  2.3845  -4.0274
P  -2.0638  1.9601  -5.2594
O  -1.2848  1.6592  -6.4748
O  -2.8904  0.7126  -4.5909
C  -2.1695  -0.4693  -4.2025
O  -3.1044  3.1587  -5.3667
C  -2.7127  4.5332  -5.5401
H  -1.2187  2.2933  -1.9249
H  -2.6325  2.9922  -2.7740
H  -1.0779  3.8514  -2.4963
H  -1.1632  -0.5021  -4.6203
H  -2.7479  -1.3445  -4.4985
H  -2.0163  -0.4887  -3.1235
H  -2.9067  5.1547  -4.6659
H  -3.1733  4.9762  -6.4232
H  -1.6248  4.5471  -5.6065
C  0.6652  -4.4983  0.4102
O  1.5250  -4.3300  -0.7175
P  1.1670  -5.2584  -1.9984
O  1.9645  -5.0098  -3.2582
O  -0.4398  -4.8666  -2.2153
C  -0.7769  -3.6957  -2.9470
O  1.1082  -6.7559  -1.4222
C  1.1731  -7.8986  -2.3049
H  -0.2804  -5.0040  0.2147
H  0.4655  -3.4858  0.7611
H  1.1407  -5.0384  1.2290
H  0.0102  -2.9518  -2.8239
H  -1.7196  -3.3271  -2.5427
H  -1.1224  -3.8746  -3.9652
H  1.8779  -7.7684  -3.1262
H  0.1796  -8.0300  -2.7337
H  1.5224  -8.8080  -1.8160
C  1.7918  -2.9969  5.0517
O  2.1486  -1.8309  4.3922
P  3.7029  -1.3283  4.2862
O  4.6242  -1.8182  5.3278
O  3.4382  0.2764  4.3711
C  4.3442  1.2133  3.9227
O  4.0338  -1.6334  2.7361
C  3.2176  -1.3378  1.6921
H  1.0688  -3.5235  4.4287
H  1.3906  -2.8181  6.0493
H  2.6394  -3.6737  5.1595
H  4.4894  1.8787  4.7738
H  3.8732  1.8371  3.1630
H  5.2383  0.7743  3.4801
H  2.5774  -2.1973  1.4934
H  3.7948  -1.1822  0.7807
H  2.5997  -0.4496  1.8243

Results
charge	-2
E	-5433.9537	Ha
expectation value of S²	0.7568
LUMO level (spin up / spin down)	3.61 / 3.61	eV
max |F|	5.68	eV/A
orbital gap (spin up / spin down)	3.73 / 5.33	eV
multiplicity	2
HOMO energy (spin up / spin down)	-0.12 / -1.73	eV

Atom charges from the Löwdin analysis, given in e for atoms 1 to 4:
1 O -0.5081
2 V 0.7607
3 O -0.4927
4 O 0.0752


[5]
Density functional theory data (the ωB97M-V functional and the def2-TZVPD basis) for a cluster of 7 separate species, C17H48N4O7 in total.

Atoms and positions in Å:
N  3.1970  5.0078  -0.6760
C  2.1911  4.1679  -0.8334
N  2.3512  3.0326  -0.2666
O  1.1655  4.3510  -1.7514
H  3.1795  5.9235  -1.1726
H  3.9105  4.8529  0.0053
H  1.6883  2.2771  -0.4762
H  3.1050  2.8741  0.4536
N  -1.2739  2.1786  -3.0893
C  -0.2805  2.0607  -3.9366
N  0.6307  2.9239  -3.7323
O  -0.2636  1.1986  -5.0337
H  -2.1477  1.7582  -3.3404
H  -1.4061  2.9719  -2.3525
H  1.4233  2.8557  -4.3632
H  0.9297  3.5136  -2.9258
C  -3.2758  -2.1851  -1.2764
C  -3.9754  -1.1158  -2.1231
C  -5.3868  -1.5419  -2.6731
O  -4.0959  0.0204  -1.6110
H  -2.4531  -2.6654  -1.6902
H  -4.1396  -2.7356  -1.0256
H  -2.9786  -1.7388  -0.2966
H  -3.3540  -0.9230  -3.0047
H  -5.8699  -0.6940  -3.0907
H  -5.9488  -1.9803  -1.9254
H  -5.2395  -2.2208  -3.5429
H  -3.2677  0.4495  -1.5036
C  4.5377  0.8876  1.6523
C  3.3529  0.9154  2.6537
C  3.0959  -0.5503  3.1495
O  3.6118  1.6658  3.6533
H  5.3837  0.3970  2.0855
H  4.8293  1.8043  1.4037
H  4.3383  0.6202  0.6503
H  2.4566  1.2851  2.1897
H  3.9225  -0.8558  3.7209
H  2.9312  -1.2093  2.3068
H  2.2262  -0.6328  3.8491
H  4.1666  2.3551  3.2574
C  1.9997  -0.5257  -0.8892
C  0.8759  0.1177  -1.6240
C  -0.3207  -0.8039  -1.6696
O  0.5441  1.2235  -1.1291
H  2.3873  -1.3856  -1.4288
H  1.5362  -0.8992  -0.0216
H  2.7334  0.2331  -0.5884
H  1.1778  0.3704  -2.6493
H  -1.1253  -0.3437  -2.2101
H  -0.6846  -1.0794  -0.6355
H  -0.1983  -1.7199  -2.1393
H  -0.0014  1.6357  -1.8694
C  -1.6312  -3.8572  1.3427
C  -0.1996  -4.1513  1.9229
C  0.6910  -2.9527  2.1024
O  -0.0449  -4.8525  2.9472
H  -1.8700  -2.8232  1.5974
H  -2.3456  -4.5151  1.7566
H  -1.7177  -3.9411  0.2545
H  0.3300  -4.7227  1.1291
H  0.7386  -2.4642  1.1266
H  1.6698  -3.2994  2.3460
H  0.4060  -2.2101  2.8321
H  -0.6924  -4.4590  3.5409
C  -2.3035  1.1594  1.0771
C  -1.6116  0.0359  1.7785
C  -0.2246  0.5695  2.0245
O  -1.9927  -0.3530  2.9165
H  -2.2856  2.0106  1.7025
H  -3.3490  0.8654  0.7695
H  -1.7478  1.4640  0.1952
H  -1.5966  -0.8593  1.1071
H  0.3491  0.8070  1.1617
H  0.4314  -0.1641  2.4032
H  -0.3727  1.4277  2.6957
H  -2.8221  -0.8369  2.8065

Results
E	-1421.9904	Ha
energy above the lowest of the compared OMol25 structures with the same formula, charge and spin	170.7	kcal per mole
structure (SMILES)	NC(N)=O.NC(N)=O.CC(C)O.CC(C)O.CC(C)O.CC(C)O.CC(C)O
LUMO level	-0.06	eV
max |F|	9.24	eV/A
orbital gap	8.90	eV
HOMO energy	-8.96	eV

Atom charges from the Löwdin analysis, given in e for atoms 1 to 4:
1 N 0.1652
2 C -0.5535
3 N 0.1981
4 O -0.1253


Q: Among the records above, which one has the highest max |F|?
A: C17H48N4O7